Formula: C70H89F2N12O8S2
Source: the Open Molecules 2025 dataset
Level of theory: wB97M-V/def2-TZVPD

XYZ file:
```
183
Properties=species:S:1:pos:R:3:forces:R:3:lowdin_spin:R:1
C -1.033 8.144 0.151 0.638 -2.058 -0.643 0.02
C -0.770 6.701 0.748 0.569 1.262 2.871 0.02
C -2.059 6.167 1.440 -0.729 -1.417 -1.423 0.00
C -3.069 5.588 0.489 -0.423 0.279 -1.449 0.00
C -2.427 4.414 -0.252 0.076 0.937 0.386 0.00
C -1.166 4.853 -1.082 -0.813 0.211 1.184 0.01
N -0.205 5.708 -0.189 3.705 -0.940 -2.686 0.40
O 1.246 5.821 -0.702 -6.421 -0.617 2.463 0.51
C -1.716 5.630 -2.310 1.692 0.584 0.143 0.02
C -0.533 3.535 -1.517 0.759 0.044 -0.982 0.00
C 0.143 6.886 2.051 0.755 0.277 -0.834 0.01
H -1.321 7.979 -0.887 -0.501 0.502 0.175 0.00
H -0.087 8.681 0.081 -0.215 0.217 0.403 0.00
H -1.811 8.594 0.767 0.287 0.365 -0.303 0.00
H -2.599 6.835 2.111 0.835 0.436 0.016 0.00
H -1.882 5.220 1.950 0.936 0.284 1.027 0.00
H -3.382 6.287 -0.287 -0.135 0.308 0.065 0.00
H -3.971 5.332 1.044 -0.056 -0.317 -0.066 0.00
H -3.145 4.005 -0.964 0.085 -0.160 -0.211 0.00
H -2.181 3.629 0.463 0.242 -0.259 0.251 0.00
H -1.927 6.690 -2.167 -0.367 -0.249 0.618 0.00
H -2.590 5.161 -2.761 0.400 -0.172 -0.142 0.00
H -0.846 5.719 -2.962 -0.327 -0.387 -0.727 0.00
H 0.341 3.650 -2.158 0.087 0.407 0.012 0.00
H -1.227 2.995 -2.161 -0.269 0.183 0.027 0.00
H -0.232 2.824 -0.748 -0.180 0.302 0.732 0.00
H 1.189 6.603 1.931 0.079 -0.098 -0.514 0.00
H -0.196 6.367 2.948 -0.397 -0.089 -0.174 0.00
H 0.207 7.945 2.300 -0.236 -0.020 0.034 0.00
O 1.276 0.468 -1.582 0.198 1.458 -2.466 0.00
C 1.067 0.007 -0.407 4.101 -4.849 3.718 0.00
O 0.072 0.313 0.195 -4.820 1.841 1.706 0.00
O 1.915 -0.742 0.104 2.211 -1.997 0.233 0.00
H 0.552 1.026 -1.287 -1.566 2.848 -3.014 0.00
C -7.071 -2.974 7.573 -1.449 0.079 0.506 0.00
N -6.262 -2.837 6.385 2.413 0.713 -0.082 0.00
C -6.769 -2.843 5.140 -1.207 0.000 1.569 0.00
C -6.029 -2.680 4.007 -0.796 -0.444 -0.546 0.00
C -4.677 -2.526 4.114 2.055 -0.664 0.550 0.00
C -4.120 -2.595 5.420 -0.921 0.480 0.263 0.00
C -4.940 -2.682 6.592 1.260 -0.499 -3.259 0.00
C -3.703 -2.571 2.934 1.295 -0.085 0.015 0.00
C -2.473 -1.884 3.039 0.506 0.068 -0.594 0.00
C -1.377 -2.070 2.144 -1.879 -0.649 -0.090 0.00
N -1.544 -2.936 1.117 -1.905 0.620 0.468 0.00
C -2.757 -3.594 0.981 2.027 0.266 -1.326 0.00
C -3.821 -3.436 1.801 -0.636 0.596 1.941 0.00
C -0.556 -2.964 0.008 0.232 -0.368 0.667 0.00
H -7.287 -4.033 7.719 0.021 0.057 0.288 0.00
H -7.998 -2.429 7.394 -0.085 -0.138 0.214 0.00
H -6.564 -2.507 8.417 -0.057 -0.306 -0.054 0.00
H -7.838 -2.975 5.220 -0.184 -0.088 -0.782 0.00
H -6.532 -2.811 3.060 -0.047 0.243 -0.082 0.00
H -3.043 -2.590 5.509 -0.022 0.048 0.352 0.00
H -4.476 -2.763 7.564 -0.418 0.134 0.247 0.00
H -2.374 -1.123 3.799 0.244 -0.097 0.200 0.00
H -0.422 -1.566 2.162 -0.039 0.366 0.199 0.00
H -2.687 -4.208 0.095 -0.807 -0.391 0.106 0.00
H -4.740 -3.994 1.704 0.121 -0.304 -0.435 0.00
H -0.705 -2.153 -0.704 -0.052 0.330 0.462 0.00
H -0.626 -3.887 -0.567 -0.111 -0.160 0.513 0.00
H 0.391 -2.876 0.540 0.251 0.160 -0.699 0.00
C 8.821 -1.334 -0.926 -0.860 0.681 -1.072 0.00
N 7.568 -0.635 -0.405 -0.067 0.243 -0.154 0.00
C 7.483 -0.381 0.937 -1.321 0.715 -1.247 0.00
C 6.418 0.386 1.409 0.730 -1.038 0.309 0.00
C 5.429 0.843 0.564 -0.717 0.173 -0.064 0.00
C 5.488 0.565 -0.805 1.795 -1.673 -0.729 0.00
C 6.591 -0.203 -1.331 0.307 1.270 3.519 0.00
C 4.213 1.538 1.116 0.353 0.150 -1.091 0.00
C 3.714 1.247 2.371 -0.816 -0.774 1.220 0.00
C 2.471 1.686 2.734 -1.014 2.756 -1.105 0.00
N 1.809 2.585 1.911 0.303 -1.610 -0.242 0.00
C 2.321 2.979 0.753 1.032 -0.180 -0.720 0.00
C 3.528 2.446 0.313 0.395 -0.317 0.605 0.00
C 0.465 3.040 2.235 -0.150 1.344 1.463 0.00
H 9.757 -0.879 -0.602 -0.342 0.276 0.306 0.00
H 8.714 -1.154 -1.996 0.592 -0.390 -0.035 0.00
H 8.857 -2.408 -0.741 -0.359 0.141 0.231 0.00
H 8.235 -0.776 1.603 0.236 0.007 -0.239 0.00
H 6.308 0.520 2.475 0.304 0.237 0.058 0.00
H 4.636 0.838 -1.409 0.239 0.052 -0.402 0.00
H 6.865 -0.373 -2.362 -0.410 -0.088 -0.102 0.00
H 4.172 0.615 3.118 0.429 -0.137 -0.257 0.00
H 1.928 1.669 3.667 0.543 -0.944 0.315 0.00
H 1.813 3.711 0.142 -0.460 0.388 0.049 0.00
H 3.993 2.756 -0.611 -0.396 0.260 -0.132 0.00
H -0.361 2.594 1.680 0.557 -0.194 -0.272 0.00
H 0.496 4.125 2.131 -0.383 0.058 -0.444 0.00
H 0.321 2.921 3.309 -0.135 -0.329 -0.037 0.00
C -12.680 -0.535 1.345 -0.943 0.033 0.365 0.00
N -11.276 -0.442 0.968 1.529 0.188 -1.127 0.00
C -10.376 -0.829 1.882 1.981 -0.146 -0.657 0.00
C -8.980 -0.816 1.584 -1.831 0.475 -0.849 0.00
C -8.601 -0.279 0.338 2.286 -0.426 1.040 0.00
C -9.537 0.117 -0.582 -0.820 0.323 -0.172 0.00
C -10.875 0.040 -0.257 -0.509 -0.163 1.211 0.00
C -7.101 -0.041 -0.004 -0.428 1.110 -0.054 0.00
C -6.704 1.301 -0.408 0.326 -2.212 -0.921 0.00
C -5.416 1.498 -0.912 -0.345 -0.993 2.588 0.00
N -4.483 0.516 -0.669 1.383 -1.020 -0.334 0.00
C -4.755 -0.756 -0.249 -3.645 1.744 0.477 0.00
C -6.137 -1.056 0.083 1.949 1.245 -0.136 0.00
C -3.007 0.746 -0.930 -0.251 0.246 -0.785 0.00
H -12.982 0.461 1.668 -0.312 -0.155 0.092 0.00
H -12.739 -1.270 2.147 -0.209 0.304 0.039 0.00
H -13.324 -0.899 0.544 0.299 0.206 -0.221 0.00
H -10.766 -1.127 2.844 0.011 -0.170 -0.039 0.00
H -8.259 -1.222 2.278 -0.104 0.294 0.166 0.00
H -9.247 0.512 -1.544 -0.101 0.064 -0.071 0.00
H -11.659 0.447 -0.878 -0.118 -0.274 -0.223 0.00
H -7.400 2.125 -0.449 -0.171 -0.048 0.019 0.00
H -5.087 2.495 -1.164 0.371 -0.132 -0.456 0.00
H -3.924 -1.434 -0.116 -0.184 0.111 -0.122 0.00
H -6.386 -2.001 0.543 -0.056 -0.249 -0.438 0.00
H -2.516 1.500 -0.316 -0.654 0.154 0.180 0.00
H -2.921 1.041 -1.976 0.153 0.032 -0.001 0.00
H -2.453 -0.179 -0.768 -0.282 0.046 -0.054 0.00
C 8.946 -5.684 7.204 0.643 0.169 -0.029 0.00
N 8.260 -5.121 6.035 -1.829 0.063 0.030 0.00
C 8.915 -4.610 5.011 -0.107 -0.550 -1.068 0.00
C 8.238 -4.152 3.864 0.569 -0.895 1.154 0.00
C 6.858 -4.288 3.804 0.237 2.125 -0.537 0.00
C 6.173 -4.667 4.972 0.386 -1.175 0.236 0.00
C 6.888 -5.158 6.058 0.784 0.539 -1.197 0.00
C 6.193 -3.794 2.514 1.738 -2.182 -0.966 0.00
C 6.949 -3.850 1.260 -2.817 1.050 -0.380 0.00
C 6.225 -3.639 0.056 1.612 0.335 2.876 0.00
N 4.925 -3.292 0.098 -1.094 -0.038 -0.258 0.00
C 4.173 -3.317 1.219 2.005 -0.871 1.612 0.00
C 4.821 -3.650 2.452 -0.867 0.801 -1.546 0.00
C 4.270 -2.892 -1.160 -0.040 -0.010 -0.617 0.00
H 9.990 -5.369 7.207 -0.133 0.199 0.053 0.00
H 8.960 -6.766 7.073 -0.388 -0.035 0.593 0.00
H 8.410 -5.238 8.042 0.341 -0.752 0.371 0.00
H 9.977 -4.806 5.044 0.273 0.691 -0.059 0.00
H 8.882 -3.811 3.067 -0.234 0.033 -0.114 0.00
H 5.104 -4.802 5.041 -0.069 0.179 -0.186 0.00
H 6.425 -5.653 6.899 0.000 0.210 0.172 0.00
H 8.013 -3.944 1.101 0.035 -0.485 0.607 0.00
H 6.810 -3.644 -0.852 -0.642 -0.031 -0.448 0.00
H 3.112 -3.146 1.109 0.080 0.251 0.014 0.00
H 4.275 -3.788 3.374 -0.393 0.228 -0.215 0.00
H 4.294 -1.810 -1.294 0.258 -0.062 0.202 0.00
H 3.207 -3.133 -1.168 0.281 -0.321 0.237 0.00
H 4.807 -3.403 -1.958 -0.284 0.114 -0.124 0.00
C 3.631 2.920 -7.988 -0.179 -0.232 -0.489 0.00
N 3.017 1.772 -7.232 -0.705 0.360 -1.864 0.00
C 3.491 1.451 -6.055 -0.605 -1.839 2.334 0.00
C 3.039 0.288 -5.354 0.049 0.638 -1.169 0.00
C 2.025 -0.539 -5.898 0.602 1.624 -0.328 0.00
C 1.501 -0.068 -7.122 -0.285 0.845 0.119 0.00
C 2.010 1.067 -7.803 0.105 -1.169 1.528 0.00
C 1.491 -1.742 -5.175 0.657 -0.230 -0.307 0.00
C 1.637 -1.920 -3.805 -1.534 -1.285 1.942 0.00
C 1.064 -3.061 -3.142 1.082 0.881 -1.948 0.00
N 0.506 -4.059 -3.863 -0.644 0.007 -0.985 0.00
C 0.425 -3.982 -5.218 0.967 2.245 0.408 0.00
C 0.936 -2.820 -5.858 -1.198 -1.462 -0.237 0.00
C -0.076 -5.296 -3.225 1.316 0.964 -0.640 0.00
H 4.640 3.070 -7.605 -0.235 0.123 -0.101 0.00
H 3.012 3.817 -7.976 -0.150 -0.037 0.605 0.00
H 3.655 2.627 -9.038 0.271 -0.152 0.090 0.00
H 4.161 2.158 -5.589 0.280 -0.166 -0.142 0.00
H 3.523 0.057 -4.416 -0.039 0.059 0.070 0.00
H 0.535 -0.420 -7.455 0.155 -0.365 -0.466 0.00
H 1.623 1.406 -8.753 -0.108 0.115 0.018 0.00
H 1.989 -1.137 -3.149 0.199 0.079 -0.040 0.00
H 1.141 -3.253 -2.082 -0.038 0.325 0.019 0.00
H -0.071 -4.803 -5.716 0.124 0.027 -0.249 0.00
H 0.815 -2.776 -6.930 0.084 -0.057 -0.142 0.00
H -1.073 -5.498 -3.618 -0.076 0.328 0.450 0.00
H 0.044 -5.061 -2.168 -0.487 -0.898 -0.038 0.00
H 0.573 -6.094 -3.585 -0.060 -0.263 0.574 0.00
N 0.727 3.573 -5.737 0.635 -5.757 6.988 0.00
S -0.106 4.080 -6.806 -3.077 8.258 -12.536 0.00
O -1.150 5.028 -6.494 0.348 -1.875 0.469 0.00
O -0.287 3.274 -8.049 0.546 0.690 3.200 0.00
F 1.039 5.166 -7.341 -0.272 -1.195 0.446 0.00
S -0.536 2.526 -5.163 0.178 -1.293 1.559 0.00
O -0.811 1.388 -5.991 0.201 0.395 -0.055 0.00
O -1.646 3.111 -4.460 1.195 -0.196 -0.395 0.00
F 0.318 1.819 -4.014 0.634 0.177 0.610 0.00
```
Positions in Å, forces in eV/Å.

Results
E_LUMO (Ha): -0.6232
2S+1: 2
Orbital gap (eV): 3.466
HOMO level (eV): -20.4
Net charge: +8

---

Formula: C4H13N3
Source: the Open Molecules 2025 dataset
Level of theory: wB97M-V/def2-TZVPD

XYZ file:
```
20
Properties=species:S:1:pos:R:3:forces:R:3:mulliken_charge:R:1
C -0.407 -1.697 0.870 -3.367 1.778 -0.052 -1.21
C 0.048 -0.662 -0.208 1.909 -1.401 -2.373 0.28
C 1.662 -0.677 -0.250 -0.395 -0.707 1.565 -0.86
N 2.351 -1.932 -0.801 -1.766 1.137 -0.839 -0.64
N -0.212 0.773 0.021 -0.801 1.141 1.042 -0.41
C -1.602 1.292 0.024 -0.231 1.740 -2.401 -0.42
N -1.863 2.798 0.394 2.646 0.534 -1.808 -0.72
H 0.182 -2.641 0.901 -0.063 1.159 0.672 0.38
H -0.751 -1.003 1.740 1.846 -1.699 -0.307 0.24
H -1.493 -2.010 0.685 1.346 -0.003 -0.523 0.32
H -0.258 -1.069 -1.258 -0.030 1.315 1.650 0.32
H 1.767 -0.417 0.846 1.052 -1.243 -0.697 0.34
H 2.124 0.179 -0.688 -0.440 0.871 -0.881 0.43
H 2.296 -1.829 -1.848 -0.288 -0.221 1.379 0.24
H 3.348 -1.927 -0.676 0.336 0.291 0.702 0.25
H 0.158 1.044 0.934 0.360 -0.401 -0.137 0.32
H -2.227 0.864 0.758 -1.009 -1.436 0.157 0.27
H -1.820 1.257 -1.068 -0.958 -0.864 0.956 0.33
H -0.955 3.205 0.036 -0.870 -0.065 0.900 0.26
H -2.506 3.342 -0.272 0.725 -1.927 0.995 0.27
```
Positions in Å, forces in eV/Å.

Results
E_LUMO (Ha): 0.0391
Orbital gap (eV): 10.239
HOMO level (eV): -9.2

---

Formula: C4H7N3
Source: the Open Molecules 2025 dataset
Level of theory: wB97M-V/def2-TZVPD

XYZ file:
```
14
Properties=species:S:1:pos:R:3:forces:R:3:mulliken_charge:R:1
C -1.605 0.300 1.689 0.056 0.005 0.134 -0.72
N -1.065 0.869 0.477 0.505 0.302 0.118 -0.17
C -0.062 0.240 -0.282 -0.543 -0.414 -0.519 0.33
C 1.353 0.218 -0.157 0.000 0.133 0.198 -0.57
C 1.817 -0.569 -1.179 -0.064 0.383 0.535 -0.30
N 0.811 -1.038 -1.923 -0.910 0.880 1.099 -0.09
N -0.556 -0.464 -1.281 3.299 -1.784 -2.163 -0.48
H -1.181 -0.697 1.824 -0.056 0.117 0.025 0.25
H -1.351 0.908 2.567 -0.059 -0.161 0.006 0.27
H -2.698 0.191 1.648 0.207 0.020 -0.060 0.28
H -1.427 1.747 0.149 0.053 -0.150 -0.053 0.21
H 1.968 0.720 0.570 -0.167 0.052 0.076 0.34
H 2.865 -0.794 -1.385 -0.396 -0.052 -0.111 0.40
H 1.132 -1.633 -2.717 -1.923 0.669 0.713 0.24
```
Positions in Å, forces in eV/Å.

Results
E_LUMO (Ha): 0.0390
Orbital gap (eV): 9.718
HOMO level (eV): -8.7